Entry from the OMol25 dataset: a 8-piece molecular cluster, C22H62ClN4O11 overall in a non-equilibrium geometry (the ωB97M-V functional and the def2-TZVPD basis).

Geometry (Å):
H 1.7343 -2.9202 5.2591
H 5.0668 1.7300 -4.4280
C -2.8337 2.6315 4.7891
H -2.5267 0.5009 2.2717
H -5.5674 -2.9950 -1.2224
C -0.9944 0.3309 -4.3376
O 1.6069 -0.6846 1.5811
H -1.5229 2.0655 -5.4404
C -0.3773 -6.1298 -1.3919
H -1.1106 -4.1407 0.4406
H 5.7004 3.4857 -1.8829
C 4.7877 3.5388 -2.4764
H 0.9823 -2.9897 -1.2680
C 1.4945 -0.7187 5.5887
C 4.0459 1.3224 -1.2380
H 3.0896 2.3720 -2.9431
H 5.0414 1.1007 -0.8535
H 0.7298 0.5494 -2.8996
O 2.3460 -0.3803 4.5170
O -0.6555 -1.0270 0.9311
C 4.1065 2.1380 -2.6281
Cl 0.6168 -0.4910 0.5884
H 3.4952 0.3931 -1.3842
H -0.8945 3.8868 6.1979
H -2.1320 0.4521 7.5149
H -3.4333 -1.3035 -1.4203
H 2.7203 -0.6027 -4.9028
C -2.7022 1.1519 6.9040
H -3.3404 0.4601 6.3543
H -1.7242 -8.9075 -0.3568
C 1.9363 -0.2684 -5.5823
N 0.4877 -3.7817 -1.6530
O 0.2394 3.7688 0.9651
H -1.9473 -0.1261 3.8266
H 2.4236 0.0331 -6.5095
H -2.0445 3.8532 7.2558
H -0.8044 -0.7417 -4.2985
H 0.6916 -0.0004 5.7547
H 5.8574 6.1486 -4.0875
N 4.8839 1.3166 -3.5249
C -1.9332 2.1537 5.9854
H 4.5408 0.3827 -3.6987
O -3.2483 1.5398 3.9517
C -2.2422 0.7743 3.2878
O 0.5140 0.8874 0.2478
H 4.4577 6.1972 -2.9159
H -4.0542 -0.2483 0.3238
H -1.5980 5.3631 -1.2247
H 3.5215 1.8025 -0.4118
H 1.8538 -0.1174 3.7358
C -3.7505 -1.8559 -0.5358
C -1.6930 -8.0599 -1.0414
C 0.9789 -2.1344 5.2697
H -1.3493 1.3931 3.1989
H -1.2899 -5.8239 -1.9036
H -0.4379 5.7784 0.7268
H 0.0389 2.9115 0.5821
H 1.3042 -1.1271 -5.8089
H -2.2712 3.3660 4.2127
O 1.2682 -1.1091 -0.5074
H -1.6146 0.0093 -2.4204
C -1.7018 0.9931 -5.5185
H 0.1630 1.8796 -3.7317
H 0.4915 -3.7405 0.9237
C 0.4120 0.8323 -3.9031
H -3.9875 -3.8862 -1.3885
H -3.3883 1.6703 7.5737
C -4.5590 -3.1410 -0.8353
H -1.8103 1.5301 -2.7826
H 1.4753 -5.3255 -0.6536
O -4.5893 -1.0291 0.1638
H -1.7875 3.6058 -1.0453
C -1.1246 4.4511 -0.8609
C 0.4418 -5.0092 -0.7942
H -1.2400 0.5852 -6.4177
N -1.8390 0.6109 -3.2001
H -3.7598 3.0794 5.1493
H -2.8850 -2.1084 0.0767
H -1.1014 1.6013 5.5483
C -0.1104 -4.5630 0.5373
H -0.2715 4.1511 -1.4695
C 5.3295 5.6500 -3.2746
H -0.4573 -3.4309 -1.5893
C -0.7213 4.7364 0.5782
H -0.0281 -5.3916 1.2407
H -2.6878 -7.6364 -1.1796
O -0.6986 -7.1705 -0.5466
N -1.3730 3.2432 6.8118
O 1.3338 0.9210 -5.0084
H 2.1230 -0.7283 6.4792
H 5.9784 5.6186 -2.3994
H 0.2179 -2.3106 6.0299
H 0.2497 -6.6588 -2.1096
O 5.0368 4.2819 -3.6385
H -4.6056 -3.5755 0.1633
H 0.5331 -2.0054 4.2834
H -1.6103 4.6253 1.1990
H 4.2147 4.2190 -1.8463
H -2.7689 0.8076 -5.6411
H -1.3631 -8.4868 -1.9886

Its HOMO energy is -6.6 eV. For the HOMO-LUMO gap, the calculation gives 0.3359 Eh. The energy above the lowest of the compared OMol25 structures with the same formula, charge and spin comes out at 77.9 kcal/mol. As for the net charge: -1. The calculation puts the calculated total energy at -64814.5037 eV.

Mulliken atomic charge list, values in e, 6 entries: number 1, H, carries 0.297; number 2, H, carries 0.267; number 3, C, carries -0.759; number 4, H, carries -0.077; number 5, H, carries 0.363; number 6, C, carries 0.350

Entry from the OMol25 dataset: a 2-piece molecular cluster, C9H12ClN4 overall in a non-equilibrium geometry (the ωB97M-V functional and the def2-TZVPD basis).

Geometry (Å):
C 1.8431 0.3465 -0.5129
H -0.2011 -2.7114 -1.6199
Cl 1.8529 3.3924 -3.1366
C 2.3001 1.2111 -1.5042
N -2.4780 -1.3104 0.2810
N -0.8118 -2.8230 0.7845
C -0.6859 -1.7390 -1.3974
C 0.4488 2.0661 0.2444
C 0.8552 0.7945 0.3778
C -1.2968 -1.8962 -0.0107
N 0.1567 0.0061 1.2702
C 1.7655 2.5228 -1.6723
C 0.9054 2.9947 -0.6990
N -0.2259 0.3917 2.3543
H -1.3775 -1.4437 -2.1732
H -2.8927 -1.4763 1.2121
H -1.1817 -3.0474 1.6530
H -0.2464 2.4071 1.1306
C -1.0375 0.5084 3.2060
H 0.1127 -1.0387 -1.2750
H 0.1573 -3.2204 0.7266
H 0.5197 3.9770 -0.8035
H 2.2751 -0.5928 -0.3987
H 3.3062 0.9284 -1.9732
H -1.0844 0.3786 4.3196
H -2.9791 -0.6262 -0.3836

Its HOMO energy is -11.2 eV. For the HOMO-LUMO gap, the calculation gives 0.2919 Eh. The energy above the lowest of the compared OMol25 structures with the same formula, charge and spin comes out at 61.9 kcal/mol. As for the net charge: +1. The calculation puts the calculated total energy at -28000.6291 eV.

Mulliken atomic charge list, values in e, 6 entries: number 1, C, carries -0.586; number 2, H, carries 0.323; number 3, Cl, carries -0.176; number 4, C, carries -0.360; number 5, N, carries -0.375; number 6, N, carries -0.369

Entry from the OMol25 dataset: a 2-piece molecular cluster, C23H39F3N2O2 overall in a non-equilibrium geometry (the ωB97M-V functional and the def2-TZVPD basis).

Geometry (Å):
C -1.5798 3.1493 0.6872
H -2.1844 1.1637 1.7180
N 2.2754 -0.3361 -2.3593
C -3.0923 -2.3624 1.6332
H 3.3437 -3.2189 1.6998
H -2.1681 3.7675 -0.1395
H 1.0326 0.2664 -4.8597
H -3.7975 -0.1710 -1.1523
C 2.4081 -3.8512 -0.4765
H 4.8078 0.9358 -1.2394
C 3.1209 1.9452 0.0752
H -5.5027 0.5686 -0.8370
H -1.5456 0.3724 -4.7928
H 3.4249 -0.9815 1.0733
C 2.8115 -1.2093 -1.2094
C 1.1318 -3.6831 2.0067
H 2.7509 2.3464 -0.9809
C -1.9702 -2.0714 -2.0664
C -2.2046 1.6225 0.6324
C 1.3311 -1.2498 -3.1679
C 3.8301 -0.7284 -0.0178
H 1.2519 3.9745 5.8237
C 0.0397 3.2177 0.3558
H -4.4005 2.3894 0.7909
F -2.6115 -3.3623 -1.7248
C 1.3245 -2.7837 -2.5100
C -3.7416 1.7754 0.0356
C 0.9301 2.5683 1.5726
H -1.8299 3.6691 1.7150
H 3.6082 2.8597 0.6672
H 0.3082 4.3802 0.3359
O -3.9835 -1.9623 0.5331
C 0.4764 -0.7194 -4.4894
H 1.4503 -4.5279 -0.6981
H 0.2053 2.0901 2.3588
H 2.4703 0.6788 -2.5667
H 0.7065 -3.7040 -2.8869
H 0.2942 2.8046 -0.7143
H -5.7558 -0.9028 1.0986
H 5.1616 1.0211 0.6202
H -3.6799 2.4111 -0.9660
H 1.2380 0.5555 0.4478
H -3.7754 -2.8021 2.5005
H 0.9459 -2.7943 2.7814
C 4.3055 0.8361 -0.1610
C -4.6124 -0.6918 0.9259
H -2.4228 -1.4922 2.0466
H -0.8328 0.5397 -3.0402
H 1.6264 3.4182 2.0218
H 3.3341 -4.5074 -0.8067
H 2.3549 0.8263 1.9469
C -1.9716 -1.4370 -3.4161
H -2.4117 -3.2446 1.2290
O 0.4074 2.3985 4.7682
H -1.4907 1.0006 -0.0705
H 1.0452 4.2803 4.1657
C -4.4633 0.3513 -0.3378
H 4.8169 -1.3858 -0.1361
C 1.9030 1.3650 1.0105
H 0.4363 -1.4946 -5.3654
C -0.9881 -0.2294 -3.9278
C 1.2207 3.4401 4.8589
F -2.9592 -2.0018 -4.4066
H 0.3432 -4.5612 1.9048
H -4.1859 -0.2159 1.9061
C 2.3648 -3.5669 1.1564
F -1.2186 -1.3892 -0.9486
H 2.2958 3.2582 4.6914
N 2.2461 -2.6077 -1.3234

Its HOMO energy is -4.2 eV. For the HOMO-LUMO gap, the calculation gives 0.0979 Eh. The energy above the lowest of the compared OMol25 structures with the same formula, charge and spin comes out at 348.0 kcal/mol. The calculation puts the calculated total energy at -39689.0968 eV.

Mulliken atomic charge list, values in e, 6 entries: number 1, C, carries -0.887; number 2, H, carries 0.243; number 3, N, carries 0.028; number 4, C, carries -0.412; number 5, H, carries 0.369; number 6, H, carries 0.365

Entry from the OMol25 dataset: C45H56AsCl2F6N7PSbTi as an isolated structure (the ωB97M-V functional and the def2-TZVPD basis).

Geometry (Å):
C 0.0707 1.6439 -5.5801
C -1.3871 -4.4127 3.3884
C 0.5470 -1.2402 -6.2950
H -2.2694 -1.6879 2.6993
C -2.0263 -2.3476 4.7161
C -0.2507 3.6119 -0.4782
H 2.2079 -2.2994 4.1076
H -3.3933 -3.8482 3.9814
C 2.3824 0.8220 5.6172
C 0.7697 2.5031 -4.7417
H 0.9035 3.3606 -2.7830
F -1.9281 -2.2312 0.3450
H -2.3939 -4.3913 5.3172
F -4.6014 -1.9012 1.4295
C 3.9623 -3.4225 0.8791
H 1.2323 0.3379 -0.9538
H 1.9914 6.5240 0.7041
H -0.3684 -2.9406 -4.2580
C -5.1273 3.5423 -0.1863
Ti -1.5799 -0.4512 0.2659
H 2.0844 -2.2403 -3.9027
H -1.2241 4.1094 4.8834
H -1.2388 -5.4774 3.5771
C -3.8574 2.9938 -0.1096
C 1.5827 0.9098 3.2387
H -1.5890 -2.3590 -2.2315
H 3.3907 1.0534 -7.1284
C 3.0783 -2.1840 0.8940
H -1.5804 0.2761 -5.7428
H -5.7402 3.6024 0.7031
C -0.7235 1.9583 -2.9198
H 1.0524 -3.1313 -0.5534
C 0.9282 3.3474 0.2142
C 1.7393 4.3935 0.6356
H 3.4888 -1.4184 1.5482
H -1.2762 -2.3013 5.5105
H 0.0741 -3.6903 0.7959
C -0.6578 -1.8725 -2.4786
N 1.4006 -0.8917 -5.3087
H 3.3405 -4.1887 -1.0366
H 1.6594 1.4124 2.2752
H 1.9259 -5.2526 1.4540
C -5.6240 3.9811 -1.4057
H 0.6973 -4.1576 2.8367
H 4.0727 -3.7834 1.9055
C 0.1801 5.9699 -0.3013
H 1.6044 3.0793 -5.1246
C -1.4038 1.0751 -3.7605
H 0.8819 -0.7519 5.5317
N 0.6646 -0.8637 -7.5371
H 4.9590 -3.1548 0.5188
H -2.9032 -1.8094 5.0774
H 3.1963 0.9934 -2.4172
H 3.2976 0.9147 6.2049
H -1.5592 5.1284 -1.2428
H 1.4396 -5.5280 -0.2148
C -2.3848 -3.8058 4.3959
H -1.7739 -4.3093 2.3700
C 1.6584 -0.4479 -2.9113
Cl -2.0932 1.9564 5.2155
H 0.3464 1.5572 -6.6258
H -3.4925 2.6154 0.8371
C 2.4489 -1.2389 4.1742
H -0.2803 -1.8754 -6.0167
H 0.3236 -3.7046 4.4890
F -2.7413 0.3451 1.3435
H 3.5403 -1.1592 4.0988
P 0.7648 -1.3906 2.0946
As -1.3184 2.1073 -1.0606
C -3.0759 2.8872 -1.2564
H 2.6497 4.1877 1.1856
C -4.8465 3.8786 -2.5504
C 2.4184 -0.0342 -5.5640
C 2.5835 0.3781 -6.8816
C 1.7017 -0.0687 -7.8352
C 3.2077 0.4895 -4.4782
H 3.9559 -5.4249 0.0517
C -0.0550 -3.6809 3.4583
C 2.5918 1.4553 4.2342
H 3.6036 1.2534 3.8702
C 2.7588 0.3891 -3.2044
Cl -1.1450 3.1890 2.7301
C -1.5011 -1.6432 3.4760
H -0.1185 6.9932 -0.4895
H -5.2314 4.2205 -3.5031
H 1.1857 2.3218 0.4630
C 1.1016 -3.5224 0.4759
C -3.5706 3.3353 -2.4779
H 4.0465 1.1208 -4.7356
C -1.8804 3.4649 4.3143
F -6.7424 -2.3638 -0.1281
C 1.9166 -4.8080 0.4549
H 3.0363 -1.7612 -0.1285
H 2.4882 2.5404 4.2897
H 2.3691 -1.2424 6.3270
H -1.3071 -0.5878 3.6789
C 0.9221 -0.3406 -1.7406
N -0.2510 -2.2995 3.0064
N 1.7336 -2.5309 1.3485
N 1.8140 -0.5401 3.0486
H -2.9684 3.2682 -3.3725
H 1.6063 1.3698 6.1556
C -1.0153 0.9287 -5.0857
H -2.8517 3.9154 4.1627
C 3.3483 -4.5191 0.0123
H 0.5708 1.1037 3.6088
C 1.9715 -0.6575 5.4961
N -0.2109 -0.9636 -1.5382
C 1.3654 5.7052 0.3717
Sb -4.9718 -1.7378 -0.4174
C 0.3691 2.6658 -3.4189
C -0.0047 -2.1483 -3.6180
C -0.6284 4.9248 -0.7278
F -5.5082 0.0623 -0.2766
F -2.7486 -0.4225 -1.2904
C 1.2883 -1.4737 -3.9263
H -2.2505 0.5188 -3.3747
H 1.7958 0.2204 -8.8747
N 0.0047 -0.3766 1.1722
H -6.6220 4.3962 -1.4654

Its HOMO energy (alpha / beta) is -10.1 / -10.1 eV. For the HOMO-LUMO gap (alpha / beta), the calculation gives 0.2039 / 0.1515 Eh. The energy above the lowest of the compared OMol25 structures with the same formula, charge and spin comes out at 0.0 kcal/mol. As for the net charge: +1. Its multiplicity is 2. The calculation puts the calculated total energy at -199137.4151 eV.

Mulliken atomic charge list, values in e, 6 entries: number 1, C, carries -0.804; number 2, C, carries -0.686; number 3, C, carries 0.046; number 4, H, carries -0.113; number 5, C, carries -1.107; number 6, C, carries 0.214

Entry from the OMol25 dataset: one molecule with the formula C6H11N (the ωB97M-V functional and the def2-TZVPD basis).

Geometry (Å):
H 0.7264 -0.9167 -1.3310
C -0.5679 -0.0182 0.1315
H -1.7942 -1.6407 -0.6039
C -1.6709 -1.0590 0.3174
H 1.8915 1.0798 1.6841
H -2.6270 -0.5811 0.5516
H -1.4264 -1.7523 1.1297
C 1.9696 0.1591 0.0525
N 0.8767 1.0861 1.6349
C -0.2733 0.7568 1.3979
H -0.1876 1.7524 -1.0956
H 2.1995 0.9537 -0.6594
H 2.8656 -0.3520 0.4086
H 0.8678 -1.6538 0.2707
C 0.7979 -0.6950 -0.2574
H -1.8799 1.5651 -0.6006
C -0.9855 1.0219 -0.9212
H -1.2102 0.5202 -1.8695

Its HOMO energy (alpha / beta) is -7.3 / -7.3 eV. For the HOMO-LUMO gap (alpha / beta), the calculation gives 0.3020 / 0.3020 Eh. The energy above the lowest of the compared OMol25 structures with the same formula, charge and spin comes out at 97.3 kcal/mol. The calculation puts the calculated total energy at -7886.3137 eV.

Mulliken atomic charge list, values in e, 6 entries: number 1, H, carries 0.349; number 2, C, carries 1.685; number 3, H, carries 0.345; number 4, C, carries -1.706; number 5, H, carries 0.380; number 6, H, carries 0.415

Looking at M for the records above, in order, we have 594.2, 211.7, 432.6, 1155.4, 97.2 g mol⁻¹.